Entry 1:
Molecular formula: C5H9NS
Method: DFT, ωB97M-V with the def2-TZVPD basis set

The geometry in XYZ format:
```
16
Properties=species:S:1:pos:R:3:forces:R:3
C 3.074 -0.610 -0.577 1.0 -1.6 -1.3
H -0.247 -1.582 -0.711 -1.1 -1.3 0.7
C -0.043 -0.651 -1.139 1.5 2.3 -1.3
C 2.705 -0.046 0.523 0.8 -0.3 -0.2
H -1.754 -1.241 0.990 -0.8 -0.1 -0.1
H 1.177 0.281 1.763 1.8 1.1 0.3
H 0.670 -0.664 -1.981 -0.3 -0.2 0.4
N -0.312 0.528 -0.719 1.0 -1.9 -2.0
C -2.451 -0.402 0.814 1.1 -1.2 -3.4
H 2.946 1.186 2.217 -1.0 -0.5 -0.5
C 2.276 0.578 1.565 -1.6 -0.5 1.1
H -2.946 -0.192 1.702 -1.0 0.6 1.5
H -3.180 -0.600 -0.085 1.4 0.2 1.8
S -1.346 0.974 0.382 -2.1 1.6 2.2
H 3.546 -1.623 -0.786 -0.7 1.3 1.1
H 2.949 -0.077 -1.498 -0.1 0.5 -0.3
```
Forces are in eV/Å.

Properties
* lowest unoccupied orbital energy: 0.849 eV
* DFT total energy: -17652.3097 eV

Need the Löwdin charges? In units of e they are: number 1, C, carries -0.044; number 2, H, carries 0.048; number 3, C, carries -0.143; number 4, C, carries -0.241; number 5, H, carries 0.024; number 6, H, carries 0.068; number 7, H, carries 0.063; number 8, N, carries -0.463; number 9, C, carries -0.380; number 10, H, carries 0.076; number 11, C, carries -0.016; number 12, H, carries -0.007; number 13, H, carries 0.082; number 14, S, carries 0.798; number 15, H, carries 0.087; number 16, H, carries 0.048

=====

Entry 2:
Molecular formula: C2H9NO2
Method: DFT, ωB97M-V with the def2-TZVPD basis set

The geometry in XYZ format:
```
14
Properties=species:S:1:pos:R:3:forces:R:3
H -2.678 0.192 0.162 1.2 0.1 0.1
H -1.141 0.677 0.965 -0.1 0.5 0.1
H 2.499 -1.739 0.414 -2.7 1.6 0.6
H 1.705 2.175 1.678 -1.0 -1.3 -0.1
H -1.544 1.228 -0.710 0.2 0.3 0.0
O 0.946 1.536 1.664 1.3 -0.7 -0.6
C -0.564 -0.718 -1.689 2.1 -1.4 0.9
O 1.767 -1.104 0.754 1.8 -0.9 -0.3
H 1.278 0.639 1.310 -0.1 2.0 0.8
H 0.858 -1.200 0.387 0.6 -0.7 -0.3
H -1.113 -0.135 -2.405 -0.1 0.7 -0.4
C -1.574 0.418 0.008 -3.0 -0.4 0.5
H 0.435 -1.229 -2.095 -2.6 0.3 0.9
N -0.874 -0.740 -0.443 2.3 -0.2 -2.2
```
Forces are in eV/Å.

Properties
* lowest unoccupied orbital energy: 0.788 eV
* DFT total energy: -7803.4669 eV

Need the Löwdin charges? In units of e they are: number 1, H, carries 0.101; number 2, H, carries 0.057; number 3, H, carries 0.102; number 4, H, carries 0.052; number 5, H, carries 0.071; number 6, O, carries -0.127; number 7, C, carries -0.055; number 8, O, carries -0.127; number 9, H, carries 0.023; number 10, H, carries -0.003; number 11, H, carries 0.060; number 12, C, carries -0.152; number 13, H, carries 0.113; number 14, N, carries -0.115

=====

Entry 3:
Molecular formula: C2H6O2
Method: DFT, ωB97M-V with the def2-TZVPD basis set

The geometry in XYZ format:
```
10
Properties=species:S:1:pos:R:3:forces:R:3
C 0.009 -0.383 -1.214 -2.4 0.5 -0.9
H -0.397 1.275 -0.340 0.2 0.0 -0.3
C -0.551 -1.608 -1.109 0.9 -0.4 0.0
H 0.344 2.069 2.840 -0.2 -0.1 0.0
H -0.135 -2.369 -0.462 -0.9 0.4 1.4
O 1.074 1.566 2.478 0.4 0.0 0.1
H 0.723 0.854 1.932 -0.2 0.2 -0.1
H 0.146 0.076 -2.204 -0.8 0.3 0.4
H -1.343 -1.973 -1.762 1.2 -0.1 -1.1
O 0.131 0.493 -0.158 1.7 -0.7 0.7
```
Forces are in eV/Å.

Properties
* lowest unoccupied orbital energy: 0.405 eV
* DFT total energy: -6263.7060 eV

Need the Löwdin charges? In units of e they are: number 1, C, carries -0.243; number 2, H, carries 0.105; number 3, C, carries 0.007; number 4, H, carries 0.026; number 5, H, carries 0.050; number 6, O, carries -0.063; number 7, H, carries 0.003; number 8, H, carries 0.107; number 9, H, carries 0.051; number 10, O, carries -0.044